Computed, not measured: a molecular structure, C22H57BBr2N4NbO at a distorted geometry, with ωB97M-V/def2-TZVPD.

Last column: Mulliken charge in e.
Element x y z (Å)
1 C 3.683715 -0.797713 1.145614  -0.6861
2 C 2.504297 -0.995129 2.137488  -0.4368
3 B 1.507618 -2.134180 1.639660  0.6994
4 O 1.796639 -3.428447 2.077913  -0.5812
5 Nb -0.225379 -1.650642 0.163575  -1.1773
6 C 0.958170 -2.783359 -1.389072  -0.8233
7 C 1.422211 -1.994446 -2.621459  -0.6156
8 N 2.748733 -1.387540 -2.414047  -0.4381
9 C 0.558772 0.369780 -0.511538  -0.9000
10 C 0.404540 1.567647 0.440372  0.1951
11 C 0.360578 2.925075 -0.263757  -1.0413
12 N 1.504947 3.226553 -1.132259  -0.6981
13 C -2.509879 -1.215952 -0.072714  -0.7809
14 Br -2.758270 -1.806769 -1.931655  -0.2224
15 C -3.081651 0.179817 0.158172  0.6269
16 C -4.450592 0.477610 -0.435112  -1.4972
17 Br -3.230198 0.422205 2.098308  -0.1537
18 H 4.601900 -1.240416 1.539598  0.3009
19 H 3.492050 -1.262198 0.175093  0.2090
20 H 3.848935 0.269210 0.969045  0.0696
21 H 2.888758 -1.322423 3.111253  0.2803
22 H 1.976855 -0.051556 2.272322  0.1699
23 H 1.088333 -3.796925 2.600728  0.2818
24 H -0.750771 -3.320843 0.835036  -0.1087
25 H -0.343175 -1.067796 1.887203  -0.0418
26 H 0.308405 -3.625964 -1.664288  0.5888
27 H 1.856888 -3.242017 -0.964121  0.2560
28 H 1.450046 -2.669006 -3.489490  0.3689
29 H 0.713922 -1.205930 -2.899124  0.2180
30 H 2.785675 -0.436242 -2.756302  0.1851
31 H 3.464079 -1.910158 -2.902800  0.2083
32 H 1.614119 0.253023 -0.786756  0.3796
33 H 0.011626 0.597045 -1.448412  0.7644
34 H -0.514024 1.483713 1.034015  -0.0634
35 H 1.241526 1.576299 1.147779  0.2153
36 H -0.541330 2.968550 -0.884829  0.3940
37 H 0.270177 3.731375 0.472994  0.4075
38 H 2.359981 2.883696 -0.703728  0.2676
39 H 1.409390 2.705039 -1.996551  0.3354
40 H -3.116552 -1.894933 0.528220  0.7600
41 H -2.375339 0.947864 -0.165058  -0.0748
42 H -5.191561 -0.239021 -0.072731  0.3422
43 H -4.777168 1.479266 -0.151248  0.3834
44 H -4.398283 0.429827 -1.524693  0.3779
45 C -6.511979 -2.662953 -2.326008  -1.2180
46 C -8.003551 -2.423861 -2.484345  -0.3967
47 N -8.413223 -1.097961 -2.046085  0.1661
48 C -9.850389 -0.938399 -1.937859  -0.7118
49 C -10.687577 -1.021810 -3.221366  -0.9832
50 C -7.686442 0.016179 -2.637380  0.0424
51 C -7.699569 0.146694 -4.165542  -1.1502
52 H -6.190049 -2.458352 -1.304179  0.2357
53 H -6.268223 -3.700331 -2.558625  0.4407
54 H -5.918243 -2.036631 -2.992000  0.2469
55 H -8.557150 -3.138398 -1.867375  0.4345
56 H -8.287276 -2.638969 -3.528399  0.2461
57 H -10.040524 0.021283 -1.448103  0.3559
58 H -10.205438 -1.708540 -1.245383  0.4207
59 H -10.576626 -0.133295 -3.841961  0.2199
60 H -11.745137 -1.115008 -2.964893  0.4052
61 H -10.414217 -1.891504 -3.820662  0.2717
62 H -6.648416 -0.050478 -2.308626  -0.4270
63 H -8.079462 0.930209 -2.183701  0.4693
64 H -7.518675 -0.816317 -4.646386  0.2400
65 H -6.904037 0.824451 -4.481008  0.4310
66 H -8.640840 0.542039 -4.546301  0.2921
67 C 5.298143 2.356497 2.972236  -1.4235
68 C 6.514943 1.481712 2.721489  -0.2057
69 N 7.718961 2.242740 2.416605  0.0696
70 C 8.799999 1.427888 1.892028  -0.7093
71 C 9.416396 0.364093 2.809264  -0.9851
72 C 8.093579 3.246820 3.398540  -0.7096
73 C 8.336103 2.784438 4.841767  -0.9640
74 H 5.130694 3.032019 2.131609  0.3141
75 H 4.417132 1.722944 3.084430  0.3381
76 H 5.388678 2.955690 3.879833  0.3941
77 H 6.311262 0.847962 1.854717  0.4285
78 H 6.644158 0.799680 3.576694  0.1647
79 H 9.587506 2.105418 1.547453  0.3590
80 H 8.414666 0.928638 0.998054  0.4175
81 H 10.047443 0.801967 3.582312  0.2283
82 H 10.039103 -0.311310 2.219023  0.3960
83 H 8.647688 -0.237579 3.295738  0.2746
84 H 7.310433 4.008013 3.413203  0.3710
85 H 8.987284 3.749673 3.017903  0.3753
86 H 7.555197 2.098191 5.173141  0.2559
87 H 8.322351 3.646599 5.511807  0.3700
88 H 9.296613 2.285871 4.965701  0.2645

Cartesian forces, eV/Å:
-0.1229 -0.0256 0.1444
0.3209 -0.2263 -0.3593
-0.9958 0.0725 -0.3409
0.5838 0.4677 0.6141
-0.2111 0.3297 -1.3124
0.7345 -0.0842 0.6238
-0.2517 -0.1080 -0.1341
0.0505 0.0623 -0.0448
0.0284 0.2955 0.4941
-0.1005 0.0531 -0.2287
0.0500 0.0312 -0.0349
-0.0181 0.0459 -0.1089
0.0706 0.0112 1.7857
0.3075 -0.0275 -0.2238
0.0734 0.1093 -0.6138
-0.0252 0.0704 0.0827
0.0655 0.0236 0.0567
0.0220 0.0924 -0.0327
-0.0409 0.1120 -0.0091
0.1816 -0.0652 -0.0516
-0.0044 0.1592 0.0331
-0.0381 -0.0679 0.0402
-0.5243 -0.3880 -0.4223
-0.0082 0.0162 0.2542
0.1799 -0.3661 -0.1410
-0.1273 0.1478 -0.0500
-0.0642 -0.1482 -0.0695
0.0003 0.0474 -0.0168
0.0396 0.0093 0.0612
-0.0367 -0.0454 -0.0214
-0.0200 -0.0053 0.0653
-0.0568 -0.0547 -0.1019
-0.0209 -0.1970 0.0040
0.1186 0.0098 0.1140
-0.0906 -0.0309 0.0606
0.0320 0.0502 0.0007
-0.0037 -0.0479 0.0150
-0.0488 0.0258 0.0410
0.0449 -0.0588 0.0803
-0.0548 -0.1807 -0.2984
-0.0237 0.0041 0.0883
0.0270 -0.0184 -0.0836
0.0003 -0.0123 -0.0026
-0.0120 -0.0602 0.0426
0.0220 -0.0238 0.0534
-0.0247 0.0530 -0.0073
0.0048 -0.0246 -0.1029
-0.0104 0.0211 0.0706
-0.0057 0.0067 0.0160
0.0011 0.0226 0.0576
0.0074 0.0200 0.0081
0.0081 0.0104 -0.0095
-0.0160 -0.0019 0.0079
0.0006 -0.0025 -0.0011
0.0241 -0.0231 -0.0097
-0.0118 0.0252 -0.0015
-0.0050 -0.0026 -0.0093
0.0130 -0.0165 -0.0145
0.0229 -0.0128 -0.0085
-0.0025 0.0060 -0.0063
-0.0119 -0.0020 0.0045
-0.0007 -0.0349 0.0084
-0.0033 0.0060 -0.0284
0.0249 0.0105 -0.0038
-0.0085 0.0050 -0.0073
-0.0145 -0.0385 0.0026
-0.0688 -0.0265 -0.0341
0.0077 0.0238 -0.0183
-0.0222 -0.0310 0.0867
0.0134 0.0395 -0.0735
0.0080 0.0052 -0.0123
0.0217 0.0304 -0.0356
0.0065 0.0183 -0.0051
0.0104 0.0059 0.0068
-0.0077 0.0134 -0.0168
0.0307 -0.0203 0.0120
0.0115 -0.0287 0.0224
0.0054 0.0031 0.0029
0.0032 -0.0088 0.0077
-0.0214 -0.0078 0.0150
-0.0233 0.0039 0.0118
0.0062 -0.0005 0.0070
0.0056 -0.0089 -0.0108
-0.0236 -0.0199 -0.0151
0.0089 -0.0068 0.0266
-0.0082 0.0211 0.0137
0.0118 -0.0019 0.0037
-0.0202 -0.0351 -0.0135

Summary:
HOMO-LUMO gap: 6.46 eV
charge: -1
lowest unoccupied orbital energy: 2.5019 eV
F_max: 0.03475 hartree/bohr
HOMO energy: -3.954 eV